Entry 1:
Below is a structure of composition C3HFOY in a non-equilibrium geometry, with properties calculated with the ωB97M-V functional and the def2-TZVPD basis.

Structure (XYZ):
```
7
Properties=species:S:1:pos:R:3:forces:R:3:mulliken_spin:R:1
O -3.6476 1.0026 0.5309 3.387 -2.269 -1.275 0.028
C -2.6657 0.3561 0.1374 -4.015 2.907 1.392 -0.004
C -1.6907 -0.3014 -0.3075 3.232 -2.302 -0.488 0.051
C -0.5255 -1.0393 -0.5348 -3.059 0.794 -0.053 0.009
H -0.6864 -1.9980 -1.0594 -0.371 0.216 0.086 -0.002
F 3.4718 0.3815 0.3670 0.950 0.210 0.188 -0.001
Y 1.6428 -0.2743 -0.0835 -0.124 0.445 0.150 0.919
```
Forces are in eV/Å.

orbital gap (alpha / beta)	4.79 / 6.29	eV
2S+1	2
expectation value of S²	0.75

=====

Entry 2:
Below is the molecule C3HIN2O in a non-equilibrium geometry, with properties calculated with the ωB97M-V functional and the def2-TZVPD basis.

Structure (XYZ):
```
8
Properties=species:S:1:pos:R:3:forces:R:3:mulliken_charge:R:1
C -0.0366 0.8044 1.2566 -0.704 -0.414 0.914 0.017
C -1.4161 1.1054 0.9997 1.226 -0.268 -0.216 -0.276
C 0.8954 -1.3084 -1.4475 0.011 1.264 2.140 0.475
N 0.6794 -0.1714 0.6737 1.080 0.846 2.392 -0.418
N 0.5705 -0.5389 -0.5636 -1.039 -0.479 -2.366 0.150
O 1.1838 -1.9336 -2.3802 -0.084 -0.328 -0.520 -0.402
I -2.1911 0.9304 -0.8781 -0.075 0.186 0.073 0.168
H 0.3146 1.1121 2.3393 -0.417 -0.808 -2.417 0.286
```
Forces are in eV/Å.

orbital gap (alpha / beta)	6.59 / 6.80	eV
energy above the lowest of the compared OMol25 structures with the same formula, charge and spin	88.8	kcal per mole

=====

Entry 3:
Below is a structure of composition C3HLiO2 in a non-equilibrium geometry, with properties calculated with the ωB97M-V functional and the def2-TZVPD basis.

Structure (XYZ):
```
7
Properties=species:S:1:pos:R:3:forces:R:3:mulliken_charge:R:1
C 0.2222 -0.6647 1.0038 -0.337 1.067 -0.053 -0.217
O 0.3297 0.5587 1.0944 0.295 -0.389 1.064 -0.566
O -0.2090 -1.0875 -0.3021 -0.026 -1.383 -0.586 -0.294
C -0.2862 -0.2081 -1.2753 0.168 2.236 0.817 0.000
C -0.2915 0.9245 -1.7327 0.263 -1.057 -0.138 -0.224
H -0.1082 1.8546 -2.2382 -0.279 -0.475 0.009 0.348
Li 0.5118 -0.1128 2.9780 -0.084 0.001 -1.114 0.952
```
Forces are in eV/Å.

orbital gap	7.64	eV
energy above the lowest of the compared OMol25 structures with the same formula, charge and spin	30.5	kcal per mole